Record 1
This record from the OMol25 dataset describes C7H12O2S5SiSn as an isolated structure at a distorted geometry. The level of theory is the ωB97M-V functional and the def2-TZVPD basis.

Computed properties:
Spin multiplicity = 1
HOMO level = -8.3 eV
E = -79433.626 eV
Gap between HOMO and LUMO = 4.66 eV

Each line ends with the natural charge from an NBO analysis.
CARTESIAN COORDINATES (ANGSTROEM)
1 Sn 0.069 -0.080 2.041  1.340
2 S -0.852 -5.597 -3.055  0.133
3 C -0.625 -4.370 -2.027  -0.589
4 S -1.757 -3.054 -1.828  0.524
5 C -0.866 -2.139 -0.645  -0.401
6 C 0.394 -2.712 -0.248  -0.389
7 S 1.464 -2.096 0.849  0.220
8 S 0.785 -4.230 -1.002  0.525
9 S -1.546 -0.752 -0.063  0.231
10 C -1.646 -2.477 3.923  -0.219
11 O -0.965 -1.536 3.148  -1.004
12 H -2.174 -1.985 4.749  0.158
13 H -0.954 -3.214 4.347  0.153
14 H -2.393 -3.020 3.329  0.147
15 C 0.790 1.721 -2.509  -1.135
16 Si 0.863 2.246 -0.689  1.910
17 C -0.763 3.167 -0.283  -1.132
18 C 2.315 3.420 -0.351  -1.127
19 O 0.986 0.998 0.296  -1.378
20 H 0.715 2.568 -3.194  0.232
21 H -0.083 1.081 -2.668  0.219
22 H 1.682 1.148 -2.772  0.229
23 H -0.935 4.068 -0.875  0.230
24 H -0.745 3.439 0.775  0.225
25 H -1.596 2.476 -0.450  0.212
26 H 2.292 4.322 -0.965  0.226
27 H 3.256 2.896 -0.534  0.229
28 H 2.287 3.712 0.700  0.230

***

Record 2
This record from the OMol25 dataset describes the molecule C7H12O4 at a distorted geometry. The level of theory is the ωB97M-V functional and the def2-TZVPD basis.

Computed properties:
Spin multiplicity = 1
SMILES = C=C(O)CC/C(O)=C(\O)OC
HOMO level = -7.4 eV
E = -15640.189 eV
Gap between HOMO and LUMO = 8.07 eV

Each line ends with the natural charge from an NBO analysis.
CARTESIAN COORDINATES (ANGSTROEM)
1 C 0.499 1.031 0.362  0.121
2 C -0.869 1.323 1.003  -0.432
3 C -2.008 1.070 -0.042  -0.445
4 C 1.290 -0.047 0.261  0.502
5 C -2.075 -0.433 -0.296  0.327
6 C -1.343 -0.920 -1.251  -0.485
7 C 3.264 -1.108 -0.364  -0.240
8 O 0.897 2.163 -0.332  -0.709
9 O 0.994 -1.178 1.015  -0.706
10 O -2.691 -0.985 0.919  -0.749
11 O 2.374 -0.028 -0.561  -0.510
12 H -1.119 0.663 1.894  0.213
13 H -0.750 2.417 1.153  0.243
14 H -2.957 1.408 0.412  0.213
15 H -1.798 1.614 -0.872  0.209
16 H 1.422 1.840 -1.071  0.484
17 H -1.196 -0.189 -2.074  0.218
18 H -1.413 -1.953 -1.547  0.208
19 H 2.896 -2.052 -0.769  0.177
20 H 3.544 -1.221 0.612  0.183
21 H 4.106 -0.963 -0.927  0.187
22 H 0.378 -0.887 1.755  0.501
23 H -3.445 -1.568 0.718  0.489